Entry from OMol25: a molecular structure, C25H22Cl2F3N7O3STi in a non-equilibrium geometry (ωB97M-V/def2-TZVPD).

- LUMO level (spin up / spin down): -0.129 / -0.127 hartree
- Total energy: -110000.0311 eV
- Highest occupied orbital energy (spin up / spin down): -10.958 / -11.070 eV
- Net charge: +1
- <S²>: 0.75
- 2S+1: 2
- Orbital gap (spin up / spin down): 7.46 / 7.60 eV

Structure (XYZ):
```
64
Properties=species:S:1:pos:R:3:forces:R:3:lowdin_charge:R:1
Ti -17.174095 -0.288038 -3.484489 -0.5031 -0.0400 -0.6591 0.89
Cl -16.548336 -5.033599 -4.122326 -0.8709 0.1149 0.1750 0.72
C -18.102172 -4.227757 -4.091816 -0.1219 -1.6344 -0.1897 -0.53
C -19.359046 -4.934297 -4.101469 3.9209 -1.8184 0.1500 -0.11
C -20.491355 -4.288234 -4.158584 -3.6657 0.0986 0.0093 -0.59
Cl -21.954003 -5.285611 -4.153040 0.2142 0.5183 -0.0098 0.70
C -20.614217 -2.890297 -4.241541 3.2184 0.3071 -0.3619 -0.15
C -21.744381 -2.125640 -4.409503 -0.0216 0.3888 0.1528 -0.02
C -21.640376 -0.792597 -4.559385 0.9450 3.0193 0.7450 -0.01
C -20.347038 -0.149428 -4.500173 -1.1197 -0.0989 -0.1254 -0.08
N -19.252197 -0.848499 -4.369148 0.7078 -0.2771 0.7552 0.06
C -19.334697 -2.206373 -4.236617 -2.9159 -0.0257 -0.5902 -0.14
C -18.118370 -2.886246 -4.137160 0.4416 1.3839 0.1384 -0.40
O -17.073797 -2.081904 -4.080804 0.9699 0.1472 0.1329 -0.21
H -19.343209 -6.034115 -4.071975 0.0325 0.6624 -0.0020 0.13
H -22.687529 -2.560618 -4.353504 -1.5018 -0.8510 -0.0370 0.09
H -22.486850 -0.091708 -4.487159 0.1994 -0.7310 -0.5313 0.12
H -20.214989 0.956520 -4.505764 -0.4371 -1.2158 -0.3586 0.10
F -14.675610 4.435742 -4.555858 -0.5276 0.1699 -0.5113 0.12
C -15.773645 4.416115 -5.374081 0.2047 -0.3266 0.9023 -0.59
F -16.123539 5.682865 -5.636639 0.5853 0.0399 -0.3049 0.14
F -15.413435 3.807411 -6.497123 -0.0495 0.1769 -0.1223 0.16
C -16.920084 3.743050 -4.672829 -0.4613 -2.2321 0.1110 -0.08
C -17.949426 4.507803 -4.153716 2.4059 1.8441 -1.7265 -0.02
C -19.016073 3.976114 -3.540120 -1.7815 -0.8495 1.6624 -0.03
C -19.010519 2.587365 -3.341505 -1.6242 0.5996 0.1768 -0.13
N -18.047993 1.820138 -3.791098 0.9537 -0.9185 -0.5549 -0.07
C -17.020328 2.309860 -4.501342 0.9850 1.7179 0.0747 -0.63
S -15.834879 1.090589 -4.946264 -0.1518 0.4977 0.0025 0.70
H -17.830652 5.594324 -4.336565 -0.4876 -0.7548 0.4062 0.15
H -19.760283 4.695043 -3.166937 -0.0021 -0.9408 -0.1109 0.13
H -19.839934 1.984685 -2.926106 0.4830 1.0436 0.3018 0.11
C -15.988134 2.585207 -1.313762 -0.5996 0.9446 0.5218 -0.08
O -16.891229 1.497476 -1.070957 0.5114 0.2321 0.6109 -0.23
C -17.443942 1.592395 0.264989 1.1193 -0.3529 -0.2414 -0.17
C -18.703853 2.352840 0.303523 0.2373 -0.0684 0.1670 -0.23
O -19.719160 1.682935 -0.379112 0.2862 -0.2204 -0.0494 -0.22
C -20.918136 2.388296 -0.294765 -1.0566 0.8256 -1.8286 -0.11
H -16.543692 3.580684 -1.302156 0.7187 -1.1663 -0.5241 0.12
H -15.383169 2.388574 -2.184889 -0.5090 0.0821 -0.8289 0.07
H -15.215494 2.671165 -0.558964 -0.0386 -0.1790 0.7524 0.09
H -16.759396 2.196464 0.891980 0.0337 -0.6658 -0.1205 0.14
H -17.578982 0.582274 0.706057 0.2716 0.4825 -0.3974 0.13
H -18.506768 3.311375 -0.171687 -0.2831 0.4921 0.1516 0.13
H -18.897356 2.452222 1.378655 -0.5226 0.3982 -0.0606 0.15
H -20.806385 3.495635 -0.621824 -0.0606 -1.5058 1.1576 0.12
H -21.397135 2.182802 0.666485 -0.0592 0.7057 0.0016 0.10
H -21.561468 1.980909 -1.102873 0.0716 0.0297 0.5707 0.09
N -19.030638 -1.803106 0.110806 0.9078 -0.2273 0.0863 0.09
C -19.244255 -1.165392 -1.037148 1.3405 -0.3582 0.6868 -0.08
N -18.087015 -0.983685 -1.657869 -0.4459 -0.0474 0.9174 0.07
C -17.195539 -1.521776 -0.785729 -0.2418 -0.9298 0.6685 -0.35
N -17.693524 -2.057931 0.303144 -1.3838 0.5373 -0.7205 0.18
C -15.800012 -1.558357 -1.042630 2.9174 1.2389 -1.5340 -0.16
C -14.824402 -2.056918 -0.183133 -0.4631 -0.2120 0.5066 -0.02
N -13.517024 -2.014978 -0.517176 -1.2328 -0.3080 0.3432 0.12
C -13.221447 -1.491828 -1.691756 -0.1180 -0.2459 1.0998 -0.08
C -14.140042 -0.889492 -2.517600 0.0088 -0.3424 -1.2667 -0.09
N -15.400886 -0.932579 -2.216805 -2.2718 -0.4153 1.5031 0.05
H -19.680821 -2.152859 0.787639 -0.3373 0.0718 0.1376 0.17
H -20.168939 -0.764747 -1.287923 -1.4323 0.3662 -0.7172 0.13
H -15.155413 -2.507713 0.795493 0.7030 0.4906 -1.1518 0.14
H -12.217864 -1.573781 -1.953899 1.6339 0.1441 -0.5759 0.10
H -13.910229 -0.507464 -3.512998 0.2710 0.1876 0.4337 0.11
```
Positions in Å, forces in eV/Å.

Entry from OMol25: a molecular structure, C25H22ClInN3 (ωB97M-V/def2-TZVPD).

- LUMO level: -0.149 hartree
- Total energy: -48442.3399 eV
- Highest occupied orbital energy: -11.164 eV
- Net charge: +1
- Orbital gap: 7.10 eV

Structure (XYZ):
```
52
Properties=species:S:1:pos:R:3:forces:R:3:lowdin_charge:R:1
In 0.588675 -0.026728 0.338571 0.4044 -0.0902 0.0126 1.05
C -3.921593 -3.605321 -0.675023 -0.0049 0.0115 0.0167 -0.06
C -3.649727 -2.441553 0.027440 0.0202 -0.0130 -0.0109 -0.06
C -2.397635 -1.854551 -0.074460 -0.0072 0.0504 0.0752 -0.04
C -1.427899 -2.436945 -0.875504 0.1560 0.0368 -0.0500 -0.23
C -1.692526 -3.603923 -1.585175 0.0122 -0.0316 -0.0421 -0.01
C -2.943185 -4.182083 -1.479537 -0.0057 -0.0018 -0.0068 -0.05
N -0.155415 -1.781985 -0.934325 -0.2532 -0.0645 0.0873 -0.02
N 0.721605 -2.282963 -1.651784 0.0944 0.1315 -0.0507 0.12
C 1.983734 -1.615551 -1.686075 -0.0970 -0.0655 -0.0195 -0.29
C 2.929872 -2.185847 -2.526672 0.0055 -0.0448 -0.0570 -0.01
C 4.184923 -1.603427 -2.613712 0.0051 0.0116 0.0106 -0.05
C 4.471384 -0.472301 -1.863251 -0.0131 0.0245 0.0085 -0.05
C 3.511000 0.085493 -1.016997 0.0038 -0.0240 -0.0710 -0.10
C 2.247784 -0.478079 -0.919043 -0.0490 -0.0461 0.0434 -0.19
H -4.895990 -4.068452 -0.595412 0.0042 0.0003 -0.0056 0.11
H -4.406996 -1.988575 0.652771 0.0065 -0.0038 -0.0003 0.11
H -2.185986 -0.938051 0.469411 -0.0067 -0.0334 -0.0060 0.09
H -0.923551 -4.042178 -2.204416 -0.0034 -0.0054 0.0019 0.11
H -3.158985 -5.090211 -2.025801 -0.0007 0.0002 0.0050 0.11
H 2.672834 -3.069709 -3.096396 0.0052 0.0071 0.0128 0.12
H 4.938562 -2.032380 -3.259916 -0.0113 0.0062 -0.0016 0.11
H 5.452421 -0.019583 -1.930593 -0.0052 -0.0022 0.0069 0.11
H 3.769500 0.963080 -0.436268 0.0106 -0.0120 0.0176 0.10
Cl 4.940435 4.376300 2.718030 -0.0157 -0.0152 0.0051 0.69
C 3.669263 3.201475 2.684337 0.0059 0.0248 0.0043 -0.67
C 2.353203 3.617015 2.557357 -0.0086 0.0117 0.0025 -0.09
C 1.342736 2.668450 2.517248 -0.0283 -0.0284 0.0258 -0.07
C 1.621774 1.302800 2.605718 -0.0648 0.0206 0.0657 -0.36
C 0.528245 0.283042 2.455644 -0.1007 0.0646 -0.2216 -0.19
C 2.953384 0.915975 2.750738 0.0210 -0.0057 -0.0191 -0.05
C 3.973331 1.853946 2.793528 0.0043 -0.0333 -0.0010 -0.09
H 2.125927 4.673199 2.505659 -0.0020 -0.0079 -0.0065 0.11
H 0.310231 3.000329 2.454290 0.0123 0.0112 -0.0044 0.11
H -0.442954 0.648275 2.777822 0.0032 -0.0269 0.1104 0.05
H 0.748678 -0.666426 2.936276 0.0097 0.0471 0.1302 0.06
H 3.199125 -0.136529 2.835337 0.0079 0.0003 -0.0047 0.12
H 5.002396 1.543597 2.914396 -0.0088 0.0015 -0.0027 0.11
N -0.392497 1.806042 -0.623465 -0.0960 -0.0589 0.0136 0.06
C -1.833776 1.649653 -0.565170 0.0061 0.0451 -0.0489 -0.33
C -2.493034 1.847708 0.638493 0.0139 0.0317 0.0025 -0.05
C -3.858586 1.611813 0.711528 -0.0163 -0.0112 -0.0276 -0.06
C -4.554009 1.173820 -0.408009 0.0250 0.0214 0.0174 -0.07
C -3.881720 0.980794 -1.605976 0.0008 0.0118 -0.0053 -0.06
C -2.517447 1.219241 -1.689782 -0.0119 -0.0226 -0.0102 -0.03
H -0.075358 1.897334 -1.583883 0.0160 0.0435 -0.0122 0.12
H -0.075781 2.628591 -0.115475 -0.0408 0.0342 -0.0002 0.11
H -1.949003 2.194078 1.509601 -0.0074 -0.0030 0.0053 0.11
H -4.378403 1.775580 1.646005 0.0008 0.0036 -0.0037 0.12
H -5.618735 0.993851 -0.348531 0.0056 -0.0023 0.0009 0.11
H -4.418030 0.645524 -2.483498 0.0013 0.0003 0.0064 0.12
H -1.992176 1.066359 -2.626032 -0.0034 0.0001 0.0007 0.12
```
Positions in Å, forces in eV/Å.

> Which of these has the lowest total energy?

C25H22Cl2F3N7O3STi